(1)
C4H8O3 in the gas phase in a non-equilibrium geometry, computed with wB97M-V/def2-TZVPD.

Calculated values
HOMO level ... -9.7 eV
E ... -382.8687 Ha
Orbital gap ... 10.67 eV
Energy relative to the best compared isomer or geometry (same formula, charge and spin) ... 60.3 kcal/mol

Last column: Mulliken charge in e.
CARTESIAN COORDINATES (ANGSTROEM)
1 C -1.629 -1.960 0.277  -0.677
2 O -0.717 -0.988 0.797  -0.374
3 C -0.293 0.007 -0.015  0.793
4 O -0.336 -0.312 -1.341  -0.551
5 C 0.574 1.018 0.543  0.081
6 C 1.888 1.381 -0.075  -1.095
7 O -0.674 1.488 0.022  -0.590
8 H -2.494 -1.470 -0.170  0.305
9 H -1.940 -2.563 1.135  0.248
10 H -1.153 -2.613 -0.463  0.277
11 H 0.551 1.061 1.630  0.310
12 H 2.655 0.755 0.399  0.291
13 H 2.133 2.429 0.106  0.298
14 H 1.905 1.183 -1.151  0.325
15 H -0.470 0.584 -1.693  0.361

(2)
2 unconnected molecules or ions with the total composition C3H4OS2 in a non-equilibrium geometry, computed with wB97M-V/def2-TZVPD.

Calculated values
HOMO level ... -9.8 eV
E ... -988.2119 Ha
Orbital gap ... 8.01 eV
Energy relative to the best compared isomer or geometry (same formula, charge and spin) ... 75.5 kcal/mol

Last column: Mulliken charge in e.
CARTESIAN COORDINATES (ANGSTROEM)
1 C -1.339 0.541 0.812  -0.547
2 C -1.002 0.010 -0.325  0.236
3 C -0.578 -0.424 -1.476  -0.563
4 O 2.845 0.956 0.411  -0.367
5 S 1.991 -1.590 0.728  -0.138
6 S 1.831 0.297 1.143  0.460
7 H -2.332 0.444 1.327  0.219
8 H -0.581 0.198 -2.348  0.225
9 H -0.260 -1.427 -1.705  0.304
10 H -0.574 0.994 1.433  0.171

(3)
2 unconnected molecules or ions with the total composition C4H14N2O in a non-equilibrium geometry, computed with wB97M-V/def2-TZVPD.

Calculated values
HOMO level ... -8.7 eV
E ... -345.5260 Ha
Orbital gap ... 9.50 eV
Energy relative to the best compared isomer or geometry (same formula, charge and spin) ... 31.5 kcal/mol

Last column: Mulliken charge in e.
CARTESIAN COORDINATES (ANGSTROEM)
1 C -0.427 0.118 0.163  -0.588
2 C 0.981 0.380 0.759  -0.902
3 C 1.420 1.831 0.718  -0.524
4 N 1.313 2.387 -0.606  -0.405
5 C -0.374 -0.690 -1.121  -0.378
6 N -1.704 -0.662 -1.788  -0.682
7 H -0.865 1.075 -0.110  0.375
8 H -1.003 -0.401 0.928  0.380
9 H 1.714 -0.235 0.227  0.380
10 H 1.066 -0.056 1.763  0.415
11 H 2.460 1.843 1.040  0.239
12 H 0.823 2.395 1.433  0.342
13 H 0.953 3.318 -0.678  0.166
14 H 1.378 1.796 -1.408  0.155
15 H 0.312 -0.237 -1.833  0.257
16 H -0.008 -1.713 -0.984  0.358
17 H -1.810 -1.449 -2.416  0.222
18 H -2.433 -0.681 -1.088  0.214
19 H -1.040 -2.687 0.985  0.303
20 H -1.788 -3.087 2.250  0.321
21 O -0.970 -3.244 1.767  -0.648

Question: Look up the E of the first one.
Answer: -382.8687 Ha